Record 1
Density functional theory data (wB97M-V/def2-TZVPD) for 2 unconnected molecules or ions with the total composition C23H20FN2O6S2.

XYZ file:
```
54
Properties=species:S:1:pos:R:3:forces:R:3:lowdin_charge:R:1
C -3.179740 3.320226 1.238067 -0.4 0.3 0.3 -0.089
C -1.910135 2.527619 1.380312 0.0 -0.4 -0.4 -0.228
O -2.176621 1.202211 0.836159 0.4 1.5 0.6 -0.028
C -1.155264 0.361654 1.128348 0.5 -1.5 0.0 -0.502
C -1.517383 -1.038405 0.895533 -0.1 1.4 0.6 -0.182
C -1.051095 -1.972463 1.884007 0.5 -0.8 0.5 -0.180
C 0.259002 -1.811373 2.397043 0.0 -0.1 0.1 -0.065
C 0.693603 -2.529049 3.503408 -0.5 -0.1 -0.1 -0.117
C -0.171679 -3.436001 4.130244 0.2 0.0 0.1 -0.137
C -1.443417 -3.670431 3.591695 0.2 0.1 -0.3 -0.119
C -1.869656 -2.991657 2.448851 0.3 0.4 0.0 -0.032
C -2.731755 -1.243442 0.246999 -2.4 -0.9 -1.2 -0.261
N -3.739091 -1.478133 -0.311592 1.6 0.4 0.9 0.112
O -0.083741 0.761881 1.567804 -0.7 0.4 0.0 0.034
H -2.954163 4.388856 1.317600 -0.1 0.0 0.0 0.075
H -3.689417 3.131803 0.286601 0.1 0.0 0.2 0.065
H -3.861761 3.069948 2.059836 0.0 0.0 -0.3 0.077
H -1.065203 2.975584 0.836857 -0.2 -0.1 0.2 0.115
H -1.632933 2.438830 2.443511 0.0 0.0 -0.5 0.127
H 0.898598 -1.067682 1.920265 -0.2 -0.4 0.3 0.104
H 1.704609 -2.356206 3.873170 -0.2 -0.1 0.1 0.093
H 0.160044 -3.961801 5.028214 -0.2 0.1 -0.2 0.081
H -2.120014 -4.377138 4.076743 0.2 0.1 -0.2 0.089
H -2.858477 -3.176031 2.014784 0.3 0.1 0.2 0.102
C 4.447431 -2.738793 0.701461 -0.3 0.2 -0.2 -0.075
C 4.836985 -2.000163 -0.426503 -0.2 -0.1 0.1 -0.081
C 3.887777 -1.635375 -1.383604 0.1 0.1 0.2 -0.060
C 2.558867 -2.003817 -1.187423 -0.1 -0.2 0.1 -0.272
S 1.351671 -1.678611 -2.460809 0.2 -0.6 1.0 0.675
N 0.833667 -0.038104 -1.966043 -1.5 -1.0 -0.6 -0.126
F -0.256935 -0.404286 -0.908843 1.8 0.5 -1.7 -0.140
S -0.123759 0.686307 -3.294291 -0.6 0.6 0.5 0.676
C -0.406976 2.346422 -2.684565 0.0 -0.1 0.0 -0.265
C -1.644104 2.640149 -2.119014 0.1 -0.1 -0.1 -0.044
C -1.927432 3.961201 -1.785118 0.0 0.1 0.0 -0.081
C -0.978486 4.964599 -1.997877 0.1 -0.4 0.0 -0.071
C 0.264559 4.648278 -2.563971 -0.2 -0.1 0.0 -0.076
C 0.545955 3.334074 -2.934640 0.0 0.0 0.2 -0.056
O 0.757745 0.822490 -4.416209 0.0 -0.3 0.3 -0.290
O -1.402314 0.038988 -3.382454 0.9 0.1 -0.1 -0.265
O 2.058476 -1.550446 -3.698746 -0.2 0.2 0.1 -0.288
O 0.285372 -2.623221 -2.281421 0.5 0.7 -0.4 -0.261
C 2.155292 -2.746707 -0.079047 0.1 0.2 -0.1 -0.048
C 3.105668 -3.094064 0.880692 0.1 0.0 -0.1 -0.065
H 5.189350 -3.034676 1.444680 -0.2 0.1 -0.2 0.101
H 5.881177 -1.711702 -0.561814 -0.3 -0.1 0.0 0.101
H 4.161555 -1.077410 -2.277492 0.0 -0.1 0.2 0.114
H -2.364735 1.835533 -1.970526 0.2 0.2 0.0 0.126
H -2.900674 4.192349 -1.352956 0.3 0.1 -0.2 0.095
H -1.209771 5.991221 -1.718363 0.1 -0.2 -0.1 0.102
H 1.011426 5.427161 -2.727143 -0.2 -0.2 0.0 0.103
H 1.486327 3.063469 -3.418158 -0.3 0.1 0.2 0.116
H 1.110650 -3.037572 0.009423 0.2 0.1 0.1 0.117
H 2.780925 -3.646094 1.766319 0.2 0.2 -0.3 0.105
```
Forces are in eV/Å.

Output
2S+1 ... 1
Energy above the lowest of the compared OMol25 structures with the same formula, charge and spin ... 3.6 kcal/mol
LUMO level ... 2.45 eV
Net charge ... -1
HOMO energy ... -3.48 eV

---

Record 2
Density functional theory data (wB97M-V/def2-TZVPD) for a molecular structure, C23H20FN6O6OsSSe2.

XYZ file:
```
60
Properties=species:S:1:pos:R:3:forces:R:3:mulliken_spin:R:1
Os 0.261317 0.792947 -0.589549 0.8 -0.7 -0.2 1.871
O -0.801228 -3.979783 0.944971 -0.1 -0.1 -0.3 0.005
C -1.669169 -4.347341 -0.119216 0.1 0.0 0.1 0.005
C -1.450979 -3.393545 -1.304244 0.1 0.1 -0.1 0.010
C -2.446288 -3.864961 -2.366727 0.0 0.0 0.0 -0.029
O -2.302444 -3.115195 -3.561340 0.2 0.2 0.2 0.009
C -1.698730 -1.976097 -0.769224 -0.1 -0.1 -0.1 0.031
Se -1.372026 -0.447315 -1.978430 -0.2 -0.2 0.1 0.530
C 0.001049 -3.550739 -1.781997 -0.2 0.0 0.0 0.036
Se 0.545936 -2.354892 -3.203818 0.0 0.0 0.1 1.366
H -0.935294 -4.578700 1.687377 -0.2 -0.1 -0.1 0.000
H -2.715675 -4.284490 0.196934 0.0 0.0 0.0 -0.001
H -1.475034 -5.374872 -0.444746 0.0 0.0 0.0 0.001
H -3.463652 -3.775640 -1.970471 0.0 0.0 0.0 0.005
H -2.252206 -4.925355 -2.561535 0.0 0.0 0.0 0.000
H -2.914919 -3.441994 -4.226670 0.0 0.0 0.0 0.006
H -1.047877 -1.829595 0.085050 0.0 0.0 0.1 -0.011
H -2.731081 -1.882589 -0.429183 0.0 0.0 0.0 0.021
H 0.176617 -4.568117 -2.133879 0.0 0.0 0.0 -0.023
H 0.696011 -3.360265 -0.961606 0.0 0.0 0.0 -0.002
S 0.000235 8.241497 -0.099777 0.0 0.4 0.0 -0.001
N -1.135107 7.143069 0.201758 0.0 0.1 0.0 0.003
C -0.580985 5.964313 -0.006725 0.2 -0.2 -0.1 0.003
C -1.249739 4.682488 0.128403 0.0 0.0 0.0 0.007
C -2.579296 4.521388 0.508787 0.0 0.1 0.0 -0.020
C -3.083619 3.241377 0.587470 -0.1 0.0 0.0 0.007
C -2.280953 2.158028 0.258939 0.1 0.0 0.0 -0.021
N -1.005780 2.288359 -0.126918 -0.6 0.6 0.2 0.008
C -0.491745 3.548719 -0.156231 -0.1 -0.1 0.0 0.046
C 0.903406 3.634046 -0.517588 0.2 0.0 0.0 -0.021
N 1.536016 2.447791 -0.700202 -0.2 0.2 0.1 0.001
C 2.814189 2.453819 -1.083715 0.0 -0.1 0.0 0.039
C 3.520347 3.630125 -1.283729 0.0 0.1 0.0 -0.019
C 2.895557 4.842520 -1.072797 0.0 0.1 0.0 0.035
C 1.559650 4.852020 -0.677727 0.0 0.0 0.0 -0.019
C 0.782832 6.047998 -0.413048 -0.2 -0.2 0.0 -0.003
N 1.228835 7.286539 -0.503621 0.0 0.0 0.0 -0.003
H -3.183432 5.391458 0.731825 0.0 0.0 0.0 0.000
H -4.107026 3.065423 0.889930 0.0 0.0 0.0 0.001
H -2.663928 1.149643 0.284327 0.0 -0.1 0.0 0.017
H 3.274552 1.487115 -1.234159 -0.1 -0.1 0.0 0.000
H 4.553533 3.580021 -1.595981 0.0 0.0 0.0 0.000
H 3.417169 5.781476 -1.208373 0.0 0.0 0.0 0.001
F 1.555280 -4.796127 3.550705 0.0 -0.1 0.0 0.000
C 1.218864 -3.582728 3.132214 0.0 0.1 0.1 0.003
C 2.088171 -2.809666 2.485386 0.1 0.1 -0.1 -0.003
N 1.744242 -1.542095 2.032564 -0.1 0.0 0.0 0.004
C 2.677179 -0.816709 1.168551 0.0 -0.1 -0.1 0.053
C 2.493035 -1.340547 -0.267281 -0.1 0.0 0.1 -0.021
O 3.052564 -2.375538 -0.578400 -0.1 0.2 0.0 0.008
O 1.681642 -0.669787 -1.023071 0.2 -0.2 -0.2 0.051
C 0.479081 -1.061045 2.183912 0.1 -0.2 -0.2 0.008
O 0.085464 0.003840 1.684456 -0.1 0.2 0.0 0.018
N -0.362590 -1.838753 2.917776 0.0 0.0 0.2 0.005
C -0.148459 -3.150174 3.371966 0.1 0.4 0.1 0.000
O -1.035186 -3.788661 3.879095 0.0 -0.1 0.0 0.000
H 3.090725 -3.145657 2.264418 0.0 0.0 0.0 0.000
H 3.689629 -1.021675 1.503701 0.0 0.0 0.0 0.002
H 2.465605 0.244715 1.249670 0.0 0.1 0.1 -0.016
H -1.304282 -1.490088 3.021791 -0.1 0.0 0.0 -0.001
```
Forces are in eV/Å.

Output
2S+1 ... 5
Energy above the lowest of the compared OMol25 structures with the same formula, charge and spin ... 0.3 kcal/mol
LUMO level (spin up / spin down) ... -3.57 / -4.02 eV
Net charge ... +1
HOMO energy (spin up / spin down) ... -9.97 / -10.28 eV

---

Record 3
Density functional theory data (wB97M-V/def2-TZVPD) for a molecular structure, C23H20FeN4O3Se4Te.

XYZ file:
```
56
Properties=species:S:1:pos:R:3:forces:R:3:mulliken_spin:R:1
Fe 2.179569 0.556325 -0.994018 -0.1 0.3 -0.1 4.090
C -1.354299 0.049011 -3.503443 -0.1 0.0 0.0 0.008
O -1.154648 1.344984 -4.060328 0.1 -0.1 -0.1 0.001
C -0.710017 2.368956 -3.286123 -0.1 0.1 0.1 0.012
C -1.087375 3.631199 -3.705841 0.0 0.0 0.0 -0.008
C -0.692022 4.779390 -3.023358 0.0 0.0 0.0 0.013
C 0.083365 4.652786 -1.897026 0.1 0.0 0.1 -0.008
C 0.507479 3.390481 -1.454942 -0.1 0.0 -0.2 0.005
C 1.305685 3.338311 -0.251340 0.0 0.0 0.1 -0.007
N 1.919461 2.290725 0.145212 0.0 0.0 -0.1 0.053
N 2.576170 2.328133 1.350848 0.1 0.1 0.2 0.017
C 3.038895 1.132183 1.610072 -0.2 0.1 -0.1 -0.012
O 2.880661 0.111191 0.839494 0.1 0.0 -0.1 0.070
C 3.758122 0.933466 2.893975 0.1 0.0 0.0 0.009
C 4.032329 -0.359063 3.326575 0.0 0.0 0.0 0.002
C 4.691480 -0.564420 4.530359 0.0 0.0 0.0 0.001
C 5.088359 0.518814 5.300618 0.0 0.0 0.0 -0.002
C 4.823044 1.812145 4.865743 0.0 0.0 0.0 0.001
C 4.158041 2.020802 3.667833 0.0 -0.1 0.1 -0.001
C 0.123498 2.212206 -2.147441 0.1 0.0 0.1 0.008
O 0.496291 1.012336 -1.756786 0.0 0.0 -0.1 0.161
H -1.986006 -0.472165 -4.223347 0.0 0.0 0.0 0.000
H -0.426166 -0.502940 -3.380687 0.0 0.0 0.0 -0.004
H -1.870956 0.119223 -2.543062 0.0 0.0 0.0 0.000
H -1.707921 3.693102 -4.591173 0.0 0.0 0.0 0.000
H -1.009179 5.753660 -3.371767 0.0 0.0 0.0 0.001
H 0.393586 5.528574 -1.338213 0.0 0.0 0.0 0.000
H 1.372291 4.235892 0.363974 0.0 0.0 0.0 0.015
H 3.722077 -1.189517 2.706715 0.0 0.0 0.0 0.003
H 4.897735 -1.572825 4.867031 0.0 0.0 0.0 0.000
H 5.605688 0.357215 6.238651 0.0 0.0 0.0 0.000
H 5.137527 2.659433 5.462629 0.0 0.0 0.0 0.000
H 3.938144 3.018617 3.315547 0.0 0.0 0.0 -0.002
Se 3.590218 1.432651 -2.822348 -0.1 -0.1 0.2 0.329
Se 4.548119 -0.554588 -2.056763 0.2 -0.2 -0.1 0.097
Te 2.560934 -2.123754 -1.572642 0.0 0.0 0.1 0.105
Se 1.430984 -2.802079 -3.609656 0.0 0.0 -0.1 0.038
C -1.393405 -2.554326 -1.260104 0.1 0.0 0.0 0.001
N -2.255567 -2.442213 -0.098548 0.0 -0.1 0.0 0.000
C -1.944318 -1.782937 1.050238 0.0 0.0 -0.1 0.000
Se -0.409999 -0.906089 1.463373 0.0 0.0 0.1 0.004
N -3.035804 -1.909737 1.860512 0.0 0.0 0.1 0.000
C -4.025349 -2.664346 1.256307 0.1 0.0 -0.1 0.000
C -5.284161 -3.069406 1.659999 0.0 0.0 0.0 0.000
C -6.021551 -3.838344 0.767111 0.0 0.0 0.0 0.000
C -5.512690 -4.184833 -0.483363 0.0 0.0 0.0 0.000
C -4.248542 -3.774438 -0.888965 0.0 0.0 0.0 0.000
C -3.515872 -3.008403 0.001111 -0.1 0.0 0.0 0.000
H -0.560132 -1.869426 -1.134310 0.0 0.0 0.0 0.000
H -1.939001 -2.275554 -2.160424 0.0 0.0 0.0 -0.001
H -1.011443 -3.568224 -1.370564 0.0 0.0 0.0 0.001
H -3.048637 -1.495020 2.775141 0.0 0.0 0.0 0.000
H -5.679939 -2.799596 2.630331 0.0 0.0 0.0 0.000
H -7.011207 -4.172774 1.049100 0.0 0.0 0.0 0.000
H -6.114164 -4.785000 -1.153237 0.0 0.0 0.0 0.000
H -3.849394 -4.039803 -1.858680 0.0 0.0 0.0 0.000
```
Forces are in eV/Å.

Output
2S+1 ... 6
Energy above the lowest of the compared OMol25 structures with the same formula, charge and spin ... 12.8 kcal/mol
LUMO level (spin up / spin down) ... 2.19 / 1.76 eV
Net charge ... -1
HOMO energy (spin up / spin down) ... -4.18 / -4.33 eV

---

Record 4
Density functional theory data (wB97M-V/def2-TZVPD) for 3 unconnected molecules or ions with the total composition C23H20INO13P2S2.

XYZ file:
```
62
Properties=species:S:1:pos:R:3:forces:R:3:lowdin_charge:R:1
C 7.283912 5.315572 1.420424 0.0 0.4 -0.2 -0.100
C 6.176548 5.412555 0.374630 0.4 0.1 -0.3 -0.310
C 5.805764 4.029753 -0.187513 -0.2 0.1 0.3 -0.685
I 6.874149 3.566736 -2.000573 0.1 0.0 0.0 0.902
C 4.342909 3.763463 -0.433865 -0.1 0.0 0.0 -0.235
C 3.678217 2.618478 0.050807 -0.2 0.3 0.4 -0.228
P 4.527242 1.296053 0.978913 0.0 -0.7 -0.4 0.761
O 4.427974 -0.015086 0.291820 0.2 0.1 -0.1 -0.411
C 2.286938 2.392366 -0.164552 0.5 -0.2 0.2 -0.290
P 1.232700 0.981209 0.515281 -1.6 0.0 -0.5 0.821
O 1.611053 0.962142 2.110533 0.5 -0.3 -0.2 -0.301
O 1.852471 -0.407478 -0.077978 -0.2 0.5 -0.4 -0.288
C 1.546294 3.300620 -0.941204 0.3 0.1 -0.1 -0.527
S -0.191787 3.123465 -1.313088 -0.2 -0.2 0.1 0.801
C 2.229639 4.400183 -1.453088 0.0 -0.1 0.1 -0.097
C 3.572056 4.633827 -1.203226 -0.2 -0.1 -0.1 -0.048
C 3.927800 5.885945 -1.956161 -0.1 -0.4 -0.3 -0.416
O 4.734437 6.730959 -1.727182 0.2 -0.1 -0.2 0.105
N 2.935918 5.950292 -3.014915 -0.1 1.3 1.0 -0.311
S 2.842367 7.447037 -3.870958 0.0 -0.4 -0.2 0.869
C 1.740862 5.488558 -2.365931 0.1 -0.5 -0.4 -0.440
O 0.653262 5.955366 -2.510009 0.0 -0.1 -0.1 0.103
H 7.046828 4.627268 2.233148 0.0 0.0 0.0 0.075
H 7.458873 6.307676 1.843086 0.0 -0.1 0.1 0.077
H 8.222726 5.026840 0.940299 -0.1 -0.2 0.1 0.075
H 6.538394 6.043121 -0.436459 -0.2 0.0 0.1 0.075
H 5.289696 5.923867 0.755786 0.0 -0.2 0.1 0.118
H 6.180350 3.301412 0.516293 0.1 0.0 -0.1 0.002
H 5.861076 1.677071 1.163784 -0.1 0.2 0.2 0.015
H 3.973574 1.330722 2.266298 0.1 0.2 0.0 0.023
H 0.924081 0.355578 2.443664 0.1 0.3 0.5 0.008
H 2.547832 -0.283082 -0.738211 0.5 -0.3 0.5 0.044
H -0.037282 2.798157 -2.602808 0.1 0.1 -0.1 -0.102
H 2.108146 8.120954 -2.971272 0.0 0.0 0.1 -0.107
C -3.186305 -1.212285 2.883834 0.1 0.1 0.0 0.079
C -4.103162 -2.183632 2.770217 0.0 0.1 0.0 -0.226
C -3.743167 -3.573290 2.301530 0.2 -0.1 -0.1 -0.292
O -4.652459 -4.384116 2.252925 -0.2 0.0 0.1 0.089
C -2.375491 -3.854808 1.937578 -0.1 -0.1 0.0 0.081
C -1.455974 -2.883472 2.043766 0.0 -0.1 -0.1 -0.220
C -1.811382 -1.500163 2.544347 -0.2 0.1 0.0 -0.292
O -0.909098 -0.685228 2.636298 0.3 0.0 0.0 0.072
O -0.186152 -3.057531 1.720354 0.0 0.0 0.1 0.132
O -5.383931 -2.021898 3.056837 0.0 0.0 0.0 0.126
H -3.430750 -0.215864 3.222831 0.0 0.0 0.0 0.138
H -2.136502 -4.845771 1.579287 0.0 0.0 0.0 0.139
H 0.276100 -2.211143 1.861654 0.0 0.0 0.0 0.112
H -5.813254 -2.884166 2.889651 0.0 0.0 0.0 0.123
C -5.559563 -5.983674 -2.457111 0.1 0.1 0.0 0.072
C -6.665695 -6.551477 -2.955642 0.1 0.1 -0.1 -0.238
C -7.699857 -7.208141 -2.072811 0.0 0.0 0.2 -0.318
O -8.675276 -7.680263 -2.630155 0.0 0.0 -0.1 0.100
C -7.473004 -7.238879 -0.645684 -0.1 0.0 0.0 0.070
C -6.366879 -6.670725 -0.138357 -0.1 -0.1 0.1 -0.229
C -5.338478 -5.996835 -1.023950 0.0 0.0 -0.2 -0.306
O -4.367083 -5.504813 -0.482188 0.0 -0.1 0.1 0.102
O -6.095061 -6.658832 1.155260 0.1 0.0 -0.1 0.114
O -6.956078 -6.592758 -4.247425 0.0 0.0 0.0 0.115
H -4.813891 -5.513084 -3.082023 0.0 0.0 0.0 0.135
H -8.212850 -7.722646 -0.023883 0.0 0.0 0.0 0.135
H -5.256556 -6.167001 1.281354 -0.1 0.2 0.1 0.089
H -7.813222 -7.059109 -4.314267 0.0 0.0 0.0 0.119
```
Forces are in eV/Å.

Output
2S+1 ... 1
LUMO level ... -1.75 eV
HOMO energy ... -8.32 eV
SMILES ... CC[C@H](I)c1c([PH2]=O)c(P(O)O)c(S)c2c1C(=O)N(S)C2=O.O=C1C=C(O)C(=O)C=C1O.O=C1C=C(O)C(=O)C=C1O